--- A ---
Density functional theory data (wB97M-V/def2-TZVPD) for a molecular structure, C5H4N2.

XYZ file:
```
11
Properties=species:S:1:pos:R:3:nbo_charge:R:1
C -1.911 -0.910 -1.544 -0.167
C -1.193 -0.207 -0.882 -0.064
C -0.339 0.646 -0.084 -0.141
N -0.147 0.357 1.380 -0.540
C 0.895 0.092 0.476 0.037
C 1.913 -0.936 0.293 0.088
N 2.534 0.187 0.513 -0.440
H -2.541 -1.541 -2.133 0.243
H -0.421 1.711 -0.288 0.239
H -0.609 -0.505 1.668 0.377
H 1.820 1.107 0.600 0.368
```

Its HOMO-LUMO gap is 10.2 eV. For the HOMO energy, the calculation gives -9.353 eV. As for the total charge: 0.



--- B ---
Density functional theory data (wB97M-V/def2-TZVPD) for a molecular structure, C5H4N2.

XYZ file:
```
11
Properties=species:S:1:pos:R:3:nbo_charge:R:1
C -2.018 -0.025 0.073 0.227
C 1.382 -0.616 0.229 -0.239
C 0.561 -1.338 -0.509 -0.097
C 0.555 0.593 0.546 -0.095
C -0.679 0.160 -0.197 0.005
N -3.126 -0.245 0.288 -0.282
N 0.132 1.203 -0.705 -0.558
H 2.400 -0.801 0.534 0.217
H 0.468 -2.225 -1.089 0.218
H 0.590 1.160 1.466 0.222
H -0.265 2.136 -0.634 0.381
```

Its HOMO-LUMO gap is 9.9 eV. For the HOMO energy, the calculation gives -9.252 eV. As for the total charge: 0.



--- C ---
Density functional theory data (wB97M-V/def2-TZVPD) for C5H4N2 in the gas phase.

XYZ file:
```
11
Properties=species:S:1:pos:R:3:nbo_charge:R:1
C 0.902 1.683 -1.223 -0.362
C 0.533 0.492 -1.724 -0.039
N 0.200 -0.540 -0.872 -0.388
C -0.413 -0.712 0.136 0.546
C -1.072 -1.326 1.177 -0.566
C -0.493 -1.376 2.447 0.262
N -0.045 -1.291 3.530 -0.336
H 1.094 2.509 -1.827 0.205
H 0.953 1.863 -0.166 0.204
H 0.391 0.313 -2.708 0.208
H -2.048 -1.615 1.231 0.266
```

Its HOMO-LUMO gap is 8.9 eV. For the HOMO energy, the calculation gives -8.930 eV. As for the SMILES: C=CN=C=CC#N. As for the total charge: 0.



So which one is most stable? That would be C, about 190.0 kJ/mol below the next structure.



--- A ---
Density functional theory data (wB97M-V/def2-TZVPD) for C5H4N2 in the gas phase.

XYZ file:
```
11
Properties=species:S:1:pos:R:3:nbo_charge:R:1
H 3.221 1.011 -0.502 0.319
N 2.306 0.930 -0.042 -0.321
N 2.308 -0.153 0.570 -0.131
C 1.049 -0.379 1.229 -0.189
C -0.033 0.111 0.683 0.177
C -0.968 0.618 -0.080 -0.340
C -1.832 -0.233 -0.837 -0.041
C -2.635 -0.983 -1.331 -0.197
H 1.085 -0.971 2.137 0.231
H -1.141 1.693 -0.082 0.256
H -3.360 -1.645 -1.746 0.237
```

Its HOMO-LUMO gap is 9.4 eV. For the HOMO energy, the calculation gives -9.248 eV. As for the SMILES: [H]/N=N/C=C=CC#C. As for the total charge: 0.



--- B ---
Density functional theory data (wB97M-V/def2-TZVPD) for a molecular structure, C5H4N2.

XYZ file:
```
11
Properties=species:S:1:pos:R:3:nbo_charge:R:1
C 3.006 0.524 0.187 -0.011
C 1.758 0.302 0.168 -0.380
C 0.349 0.057 0.217 0.040
C -0.370 -1.080 -0.081 -0.282
C -1.707 -0.647 -0.091 -0.061
N -1.809 0.650 0.182 -0.228
N -0.557 1.058 0.358 -0.295
H 2.245 0.394 -0.926 0.339
H 0.041 -2.059 -0.283 0.241
H -2.596 -1.224 -0.300 0.217
H -0.360 2.026 0.569 0.419
```

Its HOMO-LUMO gap is 10.8 eV. For the HOMO energy, the calculation gives -10.078 eV. As for the total charge: 0.



--- C ---
Density functional theory data (wB97M-V/def2-TZVPD) for C5H4N2 in the gas phase.

XYZ file:
```
11
Properties=species:S:1:pos:R:3:nbo_charge:R:1
C 2.786 -0.470 0.210 -0.222
C 1.626 -0.144 0.145 -0.020
C 0.223 0.117 0.068 -0.248
C -0.470 1.365 0.035 -0.019
N -1.780 1.173 -0.052 -0.252
N -1.935 -0.175 -0.083 -0.335
C -0.761 -0.854 -0.038 -0.010
H 3.794 -0.825 0.202 0.237
H 0.034 2.344 -0.049 0.222
H -2.844 -0.583 -0.305 0.414
H -0.673 -1.950 -0.135 0.233
```

Its HOMO-LUMO gap is 9.8 eV. For the HOMO energy, the calculation gives -8.879 eV. As for the SMILES: C#Cc1cn[nH]c1. As for the total charge: 0.



So which one is most stable? That would be C, about 181.9 kJ/mol below the next structure.



--- A ---
Density functional theory data (wB97M-V/def2-TZVPD) for C7H8N2O3 in the gas phase.

XYZ file:
```
20
Properties=species:S:1:pos:R:3:nbo_charge:R:1
C -1.605 -0.057 -2.664 -0.231
O -0.278 0.297 -2.085 -0.515
C 0.178 -0.454 -1.097 0.305
C 0.948 -1.640 -1.298 -0.186
C 1.465 -2.306 -0.188 -0.242
C 1.202 -1.931 1.111 0.015
N 0.357 -0.894 1.301 -0.449
C -0.010 -0.156 0.239 0.075
C -0.627 1.226 0.624 0.595
O -1.605 1.607 -0.062 -0.637
N -0.191 2.022 1.658 -0.310
O 0.706 1.635 2.597 -0.553
H -1.503 -1.100 -2.783 0.170
H -1.614 0.401 -3.693 0.200
H -2.429 0.243 -2.059 0.214
H 1.061 -1.942 -2.231 0.211
H 1.976 -3.219 -0.353 0.220
H 1.604 -2.162 2.086 0.223
H -0.696 2.891 1.836 0.397
H 0.557 0.593 2.537 0.499
```

Its HOMO-LUMO gap is 9.0 eV. For the HOMO energy, the calculation gives -8.781 eV. As for the SMILES: COc1cccnc1C(=O)NO. As for the total charge: 0.



--- B ---
Density functional theory data (wB97M-V/def2-TZVPD) for C7H8N2O3 in the gas phase.

XYZ file:
```
20
Properties=species:S:1:pos:R:3:nbo_charge:R:1
N 1.766 3.162 -0.044 -0.618
N 1.128 1.921 -0.055 0.225
O 0.436 1.858 1.197 -0.560
O 0.003 1.756 -1.166 -0.474
C -0.848 0.765 -1.423 0.772
O -1.490 0.938 -2.426 -0.549
C -0.733 -0.473 -0.648 -0.197
C 0.574 -0.801 -0.388 -0.183
C 0.838 -1.887 0.420 -0.233
C -0.281 -2.474 0.997 -0.174
C -1.587 -2.252 0.673 -0.218
C -1.760 -1.206 -0.158 -0.140
H 2.335 3.214 -0.980 0.393
H 1.150 3.941 0.172 0.368
H 0.527 0.956 1.413 0.482
H 1.408 -0.233 -0.760 0.242
H 1.830 -2.198 0.736 0.226
H -0.144 -3.311 1.756 0.205
H -2.364 -2.755 1.008 0.212
H -2.787 -0.918 -0.323 0.221
```

Its HOMO-LUMO gap is 10.3 eV. For the HOMO energy, the calculation gives -9.568 eV. As for the SMILES: NN(O)OC(=O)c1ccccc1. As for the total charge: 0.



So which one is most stable? That would be A, about 140.0 kJ/mol below the next structure.